No. 1
Formula: C4H13N2S2
Source: OMol25
Level of theory: ωB97M-V/def2-TZVPD

Computed properties:
- relative energy (zero: lowest compared OMol25 entry of this formula, charge and spin) (kcal per mole) = 29.0
- largest force on an atom (eV Å⁻¹) = 1.50
- structure (SMILES) = CNC[C@H]([NH3+])CSS
- E_LUMO (eV) = -3.21

Geometry as ORCA input:
```
! RIJCOSX wB97M-V def2-TZVPD def2/J DEFGRID3
* xyz 1 1
C 1.870 0.217 -2.171
N 0.741 -0.665 -1.801
C 0.734 -1.015 -0.353
C -0.523 -0.406 0.332
N -1.183 0.582 -0.568
C -0.150 0.286 1.664
S -1.401 1.398 2.314
S -2.089 0.576 4.031
H 2.045 0.895 -1.352
H 2.728 -0.377 -2.452
H 1.581 0.863 -2.998
H 0.805 -1.553 -2.277
H 0.645 -2.069 -0.111
H 1.650 -0.585 0.031
H -1.247 -1.158 0.620
H -0.572 1.404 -0.592
H -2.140 0.855 -0.347
H -1.160 0.247 -1.544
H 0.728 0.919 1.519
H 0.256 -0.507 2.295
H -3.319 0.090 3.761
*
```

No. 2
Formula: C11H40N16O9
Source: OMol25
Level of theory: ωB97M-V/def2-TZVPD

Computed properties:
- largest force on an atom (eV Å⁻¹) = 1.64
- structure (SMILES) = NC(N)=O.NC(N)=O.NC(N)=O.NC(N)=O.NC(N)=O.NC(N)=O.NC(N)=O.NC(N)=O.CC(C)O
- E_LUMO (eV) = 0.05

Geometry as ORCA input:
```
! RIJCOSX wB97M-V def2-TZVPD def2/J DEFGRID3
* xyz 0 1
N 0.143 3.028 -5.607
C 0.247 1.979 -4.736
N 1.019 2.276 -3.630
O -0.261 0.886 -4.910
H 0.631 3.892 -5.492
H -0.388 2.829 -6.436
H 1.020 3.213 -3.263
H 1.110 1.544 -2.943
N -0.763 0.678 0.447
C -0.164 -0.205 -0.404
N -0.622 -1.484 -0.304
O 0.612 0.143 -1.293
H -0.705 1.672 0.330
H -1.198 0.356 1.292
H -1.196 -1.743 0.476
H -0.301 -2.091 -1.043
N 3.637 -2.573 -0.280
C 3.029 -3.278 0.747
N 1.775 -3.716 0.449
O 3.521 -3.378 1.861
H 3.199 -2.147 -1.078
H 4.628 -2.727 -0.355
H 1.281 -4.257 1.137
H 1.538 -3.624 -0.528
N -4.819 -2.030 1.134
C -3.770 -2.790 0.709
N -3.597 -2.904 -0.624
O -3.010 -3.339 1.515
H -4.860 -1.735 2.092
H -5.277 -1.481 0.428
H -2.729 -3.249 -0.989
H -4.133 -2.374 -1.289
N -3.824 2.355 2.470
C -3.820 1.860 3.757
N -2.567 1.549 4.195
O -4.820 1.651 4.430
H -4.725 2.464 2.041
H -3.081 2.982 2.217
H -1.777 1.648 3.571
H -2.508 1.088 5.084
N -1.282 -6.611 0.350
C -0.579 -6.329 1.490
N -0.711 -5.035 1.902
O 0.127 -7.160 2.036
H -1.263 -7.537 -0.033
H -1.668 -5.897 -0.237
H -1.450 -4.412 1.589
H -0.499 -4.884 2.876
N 2.414 -2.956 -4.613
C 1.856 -2.536 -3.457
N 2.076 -1.232 -3.138
O 1.262 -3.246 -2.639
H 2.942 -2.390 -5.251
H 2.287 -3.884 -4.976
H 2.733 -0.647 -3.620
H 1.509 -0.856 -2.374
N 1.694 1.442 4.405
C 0.963 2.340 3.698
N 1.458 3.616 3.716
O -0.007 1.994 3.022
H 2.429 1.744 5.018
H 1.429 0.477 4.477
H 2.299 3.757 4.240
H 0.892 4.349 3.337
C 1.728 3.911 0.272
C 0.917 4.992 -0.443
C 1.861 5.954 -1.162
O 0.071 4.316 -1.356
H 2.069 3.211 -0.501
H 1.079 3.281 0.882
H 2.632 4.214 0.792
H 0.366 5.556 0.318
H 2.503 6.472 -0.447
H 1.297 6.637 -1.798
H 2.596 5.421 -1.772
H -0.508 4.959 -1.779
*
```

No. 3
Formula: C25H31N4O7
Source: OMol25
Level of theory: ωB97M-V/def2-TZVPD

Computed properties:
- largest force on an atom (eV Å⁻¹) = 1.26
- E_LUMO (eV) = 1.33

Geometry as ORCA input:
```
! RIJCOSX wB97M-V def2-TZVPD def2/J DEFGRID3
* xyz -1 1
C -1.185 4.825 1.430
C 0.329 4.599 1.132
C 0.705 3.101 1.137
C 0.963 2.574 -0.299
C 1.104 1.037 -0.246
N -0.029 0.303 -0.801
C -1.336 0.555 -0.612
N -1.859 1.544 0.070
N -2.117 -0.379 -1.231
C -1.269 -1.183 -1.820
C -1.658 -2.382 -2.616
C -1.877 -3.550 -1.642
O -0.603 -3.946 -1.141
C -0.659 -4.541 0.075
O -1.669 -4.926 0.567
C 0.671 -4.725 0.748
C 1.618 -3.527 0.605
N 0.005 -0.811 -1.615
C 1.206 -1.411 -2.111
O 1.476 -0.878 -3.419
C 2.777 -0.442 -3.584
C 3.748 -1.299 -4.090
C 5.056 -0.859 -4.255
C 5.415 0.440 -3.920
C 4.446 1.300 -3.404
C 3.137 0.859 -3.256
H -1.290 5.609 2.172
H -1.677 3.925 1.804
H -1.690 5.155 0.521
H 0.895 5.127 1.894
H 0.584 4.989 0.146
H -0.080 2.505 1.597
H 1.612 2.968 1.727
H 0.189 2.892 -0.995
H 1.932 2.972 -0.593
H 1.193 0.760 0.806
H 2.026 0.711 -0.716
H -1.451 2.451 0.182
H -2.781 1.421 0.523
H -2.615 -2.123 -3.058
H -0.906 -2.616 -3.363
H -2.539 -3.200 -0.854
H -2.383 -4.349 -2.179
H 1.123 -5.628 0.337
H 0.498 -4.896 1.803
H 2.305 -3.537 1.450
H 1.087 -2.577 0.655
H 2.242 -3.578 -0.284
H 2.042 -1.227 -1.446
H 0.999 -2.466 -2.245
H 3.492 -2.309 -4.381
H 5.800 -1.536 -4.649
H 6.419 0.818 -4.042
H 4.701 2.309 -3.115
H 2.389 1.545 -2.878
C -3.283 1.152 5.743
C -3.779 -0.159 5.721
C -4.031 -0.738 4.302
O -4.393 -1.902 4.131
C -3.831 0.135 3.172
C -3.357 1.427 3.218
C -3.004 1.972 4.618
O -2.490 3.099 4.740
O -3.169 2.192 2.224
O -4.022 -0.881 6.702
H -3.069 1.619 6.699
H -4.086 -0.309 2.209
*
```

no.,HOMO energy (hartree),total energy (a.u.)
1,-0.465,-1065.8265
2,-0.324,-1996.7212
3,-0.081,-1716.8935